1.
Here is C34H27N6O2OsS as an isolated structure at a distorted geometry from the OMol25 dataset. Energies are from ωB97M-V/def2-TZVPD.

Structure (XYZ):
```
71
Properties=species:S:1:pos:R:3:forces:R:3
Os 0.63169 -0.72873 -0.18217 0.88 0.16 -1.57
N 2.39875 4.33542 8.65783 0.00 -0.06 -0.07
C 2.21069 3.74795 7.68916 0.03 0.14 0.26
C 1.96318 3.03222 6.47399 -0.03 -0.03 -0.14
C 2.04981 3.70446 5.25512 0.01 -0.09 0.00
C 1.79976 3.02175 4.07959 0.10 -0.12 -0.06
C 1.46725 1.66408 4.10569 0.08 0.14 0.20
C 1.39465 0.99951 5.33287 -0.15 0.01 -0.11
C 1.63452 1.67840 6.51307 0.03 0.04 -0.03
C 1.21739 0.93494 2.84107 -0.03 0.03 -0.02
C 0.21724 1.42185 1.98147 0.26 -0.35 0.17
C -0.57863 2.60324 2.20179 -0.44 0.29 -0.23
C -1.34841 2.78202 1.09716 0.11 0.33 0.54
C -1.06057 1.69199 0.22754 0.21 -0.38 0.06
N -0.16306 0.86768 0.75204 -0.47 0.10 -0.08
C 2.00201 -0.19855 2.57522 -0.17 0.21 -0.22
C 3.00138 -0.79566 3.42533 0.28 -0.34 -0.05
C 3.40366 -1.94530 2.81747 0.05 0.25 0.41
C 2.69082 -2.01613 1.58451 -0.01 0.18 -0.07
N 1.90232 -0.96194 1.41185 0.01 -0.08 0.38
H 2.32345 4.75002 5.23290 0.00 0.00 0.03
H 1.91276 3.53500 3.13277 -0.03 0.02 -0.01
H 1.10258 -0.04249 5.37009 0.01 -0.02 0.01
H 1.56751 1.16543 7.46231 -0.02 0.02 0.01
H -0.57232 3.21477 3.08712 0.08 -0.03 0.03
H -2.04917 3.57899 0.90962 -0.03 -0.03 -0.03
H -1.49728 1.50662 -0.74030 0.07 -0.06 -0.03
H 3.36866 -0.39686 4.35501 -0.07 0.05 0.03
H 4.12579 -2.65968 3.17821 -0.01 -0.02 -0.03
H 2.74886 -2.80528 0.85000 -0.02 0.04 -0.05
C -1.78565 1.15029 -6.43933 -0.03 0.20 -0.37
O -1.63637 0.66944 -5.09267 0.05 -0.08 0.17
C -2.59515 0.89723 -4.20676 -0.10 0.09 -0.11
C -3.74052 1.64995 -4.43723 -0.04 0.11 -0.08
C -4.68536 1.78435 -3.43981 0.08 -0.01 -0.16
C -4.49289 1.18970 -2.17751 0.16 -0.14 0.20
C -3.37206 0.44535 -1.92256 -0.33 0.07 0.15
C -2.39830 0.26450 -2.92793 0.49 -0.25 0.03
N -1.26971 -0.46873 -2.79584 -0.59 0.33 -0.47
C -0.83656 -1.34792 -1.76432 0.70 0.21 1.01
C -1.88483 -2.17709 -1.08330 -0.04 -0.08 -0.29
C -3.02840 -2.67500 -1.66844 0.11 0.03 -0.01
C -3.88117 -3.50852 -0.94059 0.00 0.03 -0.05
C -3.58561 -3.86775 0.38462 0.05 -0.02 0.16
C -2.44226 -3.41492 0.98462 0.01 -0.09 0.15
C -1.57524 -2.55536 0.26055 -0.16 0.11 -0.19
O -0.49629 -2.08400 0.79027 -0.16 -0.02 0.03
H -1.82028 2.23946 -6.46281 0.03 -0.02 0.10
H -2.68546 0.74066 -6.89800 0.01 -0.06 0.09
H -0.91031 0.80391 -6.97717 0.00 -0.02 0.04
H -3.88895 2.13701 -5.39028 -0.03 -0.06 0.00
H -5.58499 2.35256 -3.63353 0.02 0.04 0.02
H -5.23285 1.32947 -1.40147 -0.02 -0.02 -0.02
H -3.23566 -0.00569 -0.95170 0.00 -0.04 0.01
H -0.65796 -0.38135 -3.60015 0.01 -0.10 0.00
H -0.09365 -2.02760 -2.20598 -0.29 0.00 -0.25
H -3.25788 -2.44722 -2.70171 -0.05 0.04 0.02
H -4.77617 -3.89411 -1.41056 0.01 -0.02 0.00
H -4.26214 -4.51140 0.92982 -0.01 0.00 -0.01
H -2.18602 -3.67759 2.00255 0.01 -0.01 -0.02
S 2.01877 0.82106 -1.43641 -0.43 -0.35 0.47
C 2.97925 -0.49371 -1.91625 -0.04 -0.08 -0.21
N 4.18149 -0.32386 -2.52190 -0.21 -0.17 0.09
C 4.92020 -1.37045 -2.94683 0.06 -0.15 -0.05
C 4.44670 -2.63968 -2.75921 -0.07 0.02 -0.02
C 3.21468 -2.77383 -2.11081 0.08 -0.01 -0.07
N 2.50123 -1.73395 -1.69613 -0.11 0.09 0.28
H 4.51158 0.62720 -2.65082 0.08 -0.01 -0.04
H 5.86535 -1.15479 -3.42711 -0.01 0.09 0.01
H 5.00171 -3.49751 -3.10704 0.01 -0.01 0.04
H 2.79246 -3.75585 -1.92858 0.01 0.00 0.01
```
Forces are in eV/Å.

The net charge is +3. For the HOMO-LUMO gap (alpha / beta), the calculation gives 6.760 / 4.926 eV. The calculation puts the strongest force on any atom at 1.81 eV/Å. The calculation puts the total energy at -2278.6916 a.u. As for the spin multiplicity: 5.

2.
Here is C34H28AuBrN2O3Se2 as an isolated structure from the OMol25 dataset. Energies are from ωB97M-V/def2-TZVPD.

Structure (XYZ):
```
71
Properties=species:S:1:pos:R:3:forces:R:3
Au -0.23162 0.36432 0.26446 -0.24 -0.13 -0.14
Se -1.56821 1.32186 3.52705 0.05 0.05 -0.08
Se -1.96451 -0.94106 3.51387 0.03 -0.04 -0.04
C -2.77604 -1.15676 1.78335 0.01 -0.03 0.02
C -3.89038 -1.98458 1.75514 -0.05 -0.06 -0.05
C -4.52029 -2.21981 0.54623 -0.05 -0.04 0.07
C -4.03863 -1.59389 -0.58873 0.03 0.04 -0.04
C -2.93245 -0.77329 -0.47332 0.03 -0.01 0.01
N -2.29356 -0.57262 0.68966 0.05 0.16 0.08
C 0.34924 1.25173 3.35642 -0.05 0.02 0.07
C 1.10575 1.94518 4.28748 0.07 0.01 0.03
C 2.48628 1.86782 4.19956 0.00 0.05 0.07
C 3.05573 1.08367 3.21186 0.00 -0.03 -0.04
C 2.22023 0.43936 2.31617 -0.01 -0.01 0.00
N 0.89020 0.53713 2.38050 0.04 -0.05 -0.10
H -4.26054 -2.41724 2.67425 0.00 0.01 0.00
H -5.39036 -2.86213 0.49965 0.01 0.00 0.00
H -4.50931 -1.72507 -1.55252 0.01 0.00 0.00
H -2.52605 -0.24330 -1.32405 -0.01 0.01 0.01
H 0.61988 2.51289 5.06853 0.00 -0.01 0.00
H 3.10680 2.40105 4.90831 0.00 0.00 0.00
H 4.12744 0.98138 3.11669 0.00 0.00 0.00
H 2.61164 -0.14733 1.49425 -0.01 0.01 0.02
C 1.06714 -4.77039 1.04415 0.05 -0.05 0.02
C -0.00039 -3.69630 1.03838 0.00 0.05 -0.08
O 0.49303 -2.44508 0.57447 0.05 -0.06 0.11
H 0.69160 -5.68887 1.49917 -0.01 0.01 -0.01
H 1.93695 -4.43415 1.61050 -0.01 -0.01 0.01
H 1.39165 -5.00980 0.02871 0.00 0.02 0.00
H -0.35843 -3.50582 2.05097 0.00 0.01 0.01
H -0.86045 -4.00871 0.43504 -0.02 -0.03 0.01
H 0.89578 -2.55136 -0.29572 -0.05 0.05 -0.03
Br -3.86826 7.46963 -0.08056 -0.01 0.03 0.01
C -3.43785 5.91054 -1.07189 0.01 -0.02 0.00
C -3.88023 5.79842 -2.38015 0.01 -0.04 -0.02
C -3.56243 4.65380 -3.09918 0.01 0.01 0.03
C -2.81750 3.64132 -2.51231 -0.02 0.02 -0.03
C -2.38345 3.77090 -1.19931 0.01 -0.03 -0.06
C -2.69166 4.91356 -0.47195 -0.01 0.02 0.00
C -1.57908 2.68444 -0.53432 0.03 -0.05 -0.06
O -1.16243 2.85126 0.61518 -0.06 0.03 -0.05
O -1.39141 1.62020 -1.23544 0.12 0.05 0.30
H -4.46129 6.59281 -2.82766 0.00 0.00 0.00
H -3.89955 4.55739 -4.12326 0.00 0.00 0.00
H -2.55903 2.74618 -3.06061 0.00 0.01 -0.01
H -2.34176 4.99978 0.54671 0.00 0.00 0.00
C 1.49577 0.24988 -0.73032 -0.02 -0.02 -0.14
C 2.42254 -0.13498 -1.43091 0.00 0.04 0.06
C 3.48129 -0.58537 -2.22094 0.13 0.01 -0.11
C 4.52310 -1.39965 -1.58947 -0.11 0.07 -0.06
C 5.83551 -1.45246 -2.08055 0.01 0.01 -0.01
C 6.80753 -2.20500 -1.44094 -0.05 0.01 0.00
C 6.49981 -2.92733 -0.29514 -0.02 0.01 -0.01
C 5.20706 -2.87488 0.21360 0.00 0.03 -0.02
C 4.23633 -2.11762 -0.41870 -0.03 -0.07 0.04
C 3.48868 -0.22093 -3.64505 -0.01 -0.06 0.20
C 4.04453 -1.05222 -4.62543 0.05 0.00 -0.03
C 4.00051 -0.69981 -5.96548 -0.01 0.01 0.06
C 3.39923 0.48856 -6.35889 0.00 -0.01 0.01
C 2.82708 1.31437 -5.39890 0.01 -0.02 0.03
C 2.86400 0.96155 -4.06080 -0.03 0.05 -0.04
H 6.10184 -0.86845 -2.95066 -0.01 -0.01 -0.04
H 7.81579 -2.21840 -1.83538 0.00 0.00 0.00
H 7.25973 -3.51805 0.19956 0.00 0.00 0.00
H 4.95372 -3.42918 1.10906 0.00 0.00 0.00
H 3.22946 -2.08106 -0.01620 0.05 0.00 0.01
H 4.48799 -1.99558 -4.33619 0.03 -0.01 0.01
H 4.42840 -1.36270 -6.70695 0.00 0.00 0.00
H 3.36806 0.76387 -7.40520 0.00 0.00 0.00
H 2.34704 2.23860 -5.69458 0.00 0.00 0.00
H 2.40707 1.59962 -3.31482 0.00 0.00 -0.01
```
Forces are in eV/Å.

For the HOMO-LUMO gap (alpha / beta), the calculation gives 6.004 / 7.695 eV. The calculation puts the strongest force on any atom at 0.33 eV/Å. The calculation puts the total energy at -9160.1140 a.u. As for the spin multiplicity: 3.

- Among the records above, which one has the highest strongest force on any atom?
  C34H27N6O2OsS

- Which of these has the highest strongest force on any atom?
  C34H27N6O2OsS

- strongest force on any atom of number 2 (C34H28AuBrN2O3Se2)?
  0.33 eV/Å